158
Properties=species:S:1:pos:R:3 method="wB97M-V/def2-TZVPD" fmax_ha_per_bohr=0.099 lumo_ev=-4.216 total_charge=+1 energy_ha=-3661.29877
Ca -0.082 -3.707 4.042
C -0.310 -1.424 -0.904
C -0.394 -2.025 0.488
O -0.781 -3.227 0.602
O -0.199 -1.382 1.485
H -0.923 -2.033 -1.568
H 0.706 -1.569 -1.273
H -0.639 -0.387 -0.976
C -3.559 -6.751 2.441
O -2.646 -6.270 3.414
H -3.472 -6.047 1.612
H -3.276 -7.749 2.107
H -4.588 -6.850 2.789
H -2.896 -6.883 4.108
C -3.197 -0.830 4.971
O -2.922 -2.193 4.938
H -2.322 -0.189 4.862
H -3.875 -0.597 4.150
H -3.741 -0.617 5.891
H -3.696 -2.595 5.340
C -0.425 -7.354 -1.878
O -1.015 -6.114 -2.331
H 0.630 -7.080 -1.877
H -0.811 -7.582 -0.884
H -0.498 -8.229 -2.523
H -0.856 -5.449 -1.658
C 4.194 4.580 0.124
O 2.875 5.016 0.302
C 1.926 4.140 0.915
C 2.281 4.067 2.433
N 2.477 5.349 3.120
C 1.383 6.306 3.116
C 1.724 7.547 3.867
O 0.582 8.398 3.969
C 0.814 9.652 4.678
H 4.244 3.576 -0.295
H 4.614 4.578 1.131
H 4.827 5.215 -0.496
H 1.882 3.134 0.498
H 0.939 4.581 0.777
H 3.235 3.542 2.474
H 1.598 3.436 3.002
H 3.379 5.745 2.899
H 0.487 5.838 3.525
H 1.136 6.676 2.121
H 2.517 8.089 3.351
H 2.037 7.317 4.885
H -0.122 10.210 4.684
H 1.555 10.198 4.094
H 1.121 9.503 5.713
C -0.135 0.367 -7.015
O -0.088 1.696 -6.525
C -0.104 1.754 -5.102
C -0.489 3.212 -4.671
N -1.763 3.536 -5.286
C -2.110 4.989 -5.074
C -3.263 5.448 -5.999
O -2.852 5.721 -7.349
C -2.219 7.004 -7.437
H -1.038 -0.181 -6.746
H 0.691 -0.226 -6.623
H -0.028 0.313 -8.098
H 0.894 1.555 -4.712
H -0.820 1.024 -4.723
H 0.295 3.918 -4.948
H -0.625 3.320 -3.595
H -1.683 3.313 -6.268
H -1.230 5.623 -5.186
H -2.418 5.004 -4.029
H -3.779 6.328 -5.615
H -4.074 4.724 -6.076
H -2.999 7.766 -7.442
H -1.714 7.154 -8.391
H -1.512 7.241 -6.643
C 1.595 -6.907 2.872
O 1.773 -5.531 2.840
C 3.116 -5.066 2.435
C 3.368 -3.611 2.739
N 2.838 -3.309 4.059
C 3.114 -1.867 4.401
C 2.583 -1.685 5.808
O 1.182 -1.941 5.884
C 0.641 -1.507 7.116
H 0.585 -7.175 3.182
H 2.340 -7.322 3.551
H 1.718 -7.423 1.919
H 3.319 -5.394 1.416
H 3.820 -5.672 3.007
H 2.946 -3.016 1.930
H 4.438 -3.405 2.720
H 3.528 -3.744 4.656
H 2.736 -1.185 3.639
H 4.195 -1.784 4.293
H 2.841 -0.649 6.028
H 3.069 -2.260 6.595
H 1.297 -1.849 7.917
H -0.363 -1.877 7.322
H 0.705 -0.422 7.204
C 5.630 -10.773 -4.269
O 4.704 -9.716 -3.940
C 5.417 -8.496 -3.839
C 4.379 -7.384 -3.557
N 4.781 -6.069 -3.789
C 3.701 -5.119 -3.543
C 4.214 -3.680 -3.621
O 4.605 -3.284 -2.330
C 4.669 -1.910 -2.121
H 6.259 -10.546 -5.130
H 5.125 -11.730 -4.403
H 6.285 -10.852 -3.401
H 5.875 -8.291 -4.807
H 6.238 -8.354 -3.136
H 4.087 -7.506 -2.514
H 3.512 -7.698 -4.138
H 5.620 -5.946 -3.240
H 3.190 -5.206 -2.584
H 2.972 -5.226 -4.347
H 3.426 -2.981 -3.901
H 5.019 -3.553 -4.346
H 4.925 -1.799 -1.068
H 3.777 -1.323 -2.343
H 5.555 -1.481 -2.589
C -3.355 3.256 2.181
O -3.289 4.598 2.669
C -4.069 5.501 1.853
C -4.071 6.903 2.497
N -4.804 7.003 3.744
C -4.279 8.024 4.685
C -5.037 8.022 6.037
O -4.768 6.771 6.706
C -5.030 6.719 8.074
H -2.573 2.640 2.626
H -3.361 3.207 1.092
H -4.314 2.819 2.461
H -5.085 5.116 1.766
H -3.676 5.549 0.837
H -4.435 7.589 1.732
H -3.037 7.200 2.675
H -4.691 6.112 4.206
H -4.346 9.022 4.252
H -3.227 7.895 4.939
H -6.115 8.098 5.895
H -4.743 8.905 6.605
H -6.079 6.562 8.327
H -4.509 7.462 8.677
H -4.568 5.773 8.359
C -3.966 -3.459 -5.594
C -3.254 -4.520 -6.425
C -3.347 -4.252 -7.934
O -1.886 -4.520 -6.002
H -3.556 -2.458 -5.727
H -3.849 -3.698 -4.537
H -5.038 -3.460 -5.792
H -3.698 -5.473 -6.137
H -2.591 -4.842 -8.453
H -3.294 -3.217 -8.273
H -4.350 -4.595 -8.184
H -1.915 -4.887 -5.115